{"formula": "C21H71N19O14", "method": "the ωB97M-V functional and the def2-TZVPD basis", "elements": ["C", "C", "O", "H", "H", "H", "H", "H", "H", "C", "C", "O", "H", "H", "H", "H", "H", "H", "C", "C", "O", "H", "H", "H", "H", "H", "H", "C", "C", "O", "H", "H", "H", "H", "H", "H", "C", "O", "N", "N", "H", "H", "H", "H", "C", "O", "N", "N", "H", "H", "H", "H", "C", "O", "N", "N", "H", "H", "H", "H", "C", "O", "N", "N", "H", "H", "H", "H", "C", "O", "N", "N", "H", "H", "H", "H", "C", "O", "N", "N", "H", "H", "H", "H", "C", "O", "N", "N", "H", "H", "H", "H", "C", "O", "N", "N", "H", "H", "H", "H", "C", "O", "N", "N", "H", "H", "H", "H", "C", "C", "C", "O", "C", "N", "H", "H", "H", "H", "H", "H", "H", "H", "H", "H", "H"], "coordinates": [[-3.506, 5.535, -4.380], [-4.950, 5.958, -4.787], [-5.501, 6.503, -3.590], [-2.973, 6.484, -4.311], [-3.030, 4.919, -5.143], [-3.492, 5.017, -3.421], [-5.500, 5.156, -5.281], [-4.899, 6.816, -5.456], [-6.441, 6.366, -3.726], [-2.011, 1.579, 7.551], [-1.055, 0.343, 7.278], [-1.439, -0.172, 6.015], [-1.843, 2.380, 6.831], [-1.815, 2.039, 8.520], [-3.048, 1.290, 7.385], [-1.240, -0.446, 8.006], [-0.020, 0.678, 7.209], [-2.121, -0.836, 6.134], [3.964, -1.210, 4.136], [4.614, -1.185, 5.547], [6.037, -1.076, 5.310], [4.566, -0.697, 3.385], [2.993, -0.715, 4.138], [3.898, -2.251, 3.819], [4.495, -2.149, 6.043], [4.123, -0.506, 6.244], [6.428, -0.763, 6.128], [-4.937, -3.367, 3.557], [-4.706, -4.440, 4.628], [-3.728, -4.025, 5.490], [-5.318, -2.451, 4.008], [-5.702, -3.740, 2.877], [-4.005, -3.080, 3.070], [-4.429, -5.386, 4.163], [-5.658, -4.699, 5.091], [-3.614, -4.851, 5.966], [3.106, 8.938, -2.592], [4.166, 8.407, -2.687], [1.999, 8.244, -2.721], [2.980, 10.236, -2.516], [1.113, 8.724, -2.666], [2.089, 7.258, -2.920], [3.829, 10.782, -2.512], [2.085, 10.679, -2.671], [5.727, -2.562, -3.490], [5.669, -3.484, -4.310], [5.174, -2.473, -2.333], [6.133, -1.405, -3.905], [5.017, -1.514, -2.059], [4.862, -3.282, -1.814], [6.183, -0.680, -3.203], [6.524, -1.325, -4.833], [0.920, 5.946, 2.650], [-0.064, 5.506, 2.209], [1.715, 6.864, 2.224], [1.264, 5.657, 3.916], [2.624, 6.950, 2.658], [1.720, 7.146, 1.255], [0.808, 4.989, 4.522], [2.046, 6.193, 4.265], [-6.238, -5.560, -1.593], [-6.308, -6.577, -0.935], [-5.143, -5.079, -1.990], [-7.266, -4.884, -2.034], [-4.264, -5.500, -1.726], [-5.146, -4.291, -2.622], [-8.116, -5.350, -1.752], [-7.139, -3.936, -2.357], [1.429, -7.291, 3.900], [1.562, -7.686, 5.009], [0.666, -6.287, 3.549], [2.161, -7.672, 2.882], [0.210, -5.860, 4.343], [0.514, -5.803, 2.676], [1.827, -7.351, 1.984], [2.589, -8.586, 2.894], [-7.284, -0.657, -5.260], [-7.213, -0.975, -4.123], [-8.153, -1.020, -6.110], [-6.382, 0.072, -5.833], [-8.872, -1.665, -5.814], [-8.149, -0.590, -7.024], [-6.366, 0.589, -6.700], [-5.763, 0.260, -5.057], [8.082, 3.344, 3.131], [8.796, 4.153, 2.645], [7.066, 3.579, 3.871], [8.180, 2.067, 2.945], [6.982, 4.561, 4.091], [6.641, 2.896, 4.482], [7.662, 1.409, 3.510], [8.706, 1.801, 2.124], [-0.561, -1.097, -6.531], [-1.306, -1.555, -5.671], [-0.838, -0.544, -7.650], [0.719, -0.958, -6.225], [-1.755, -0.364, -8.033], [-0.062, -0.331, -8.260], [1.266, -0.833, -7.065], [1.046, -0.914, -5.271], [1.187, -5.569, -2.471], [1.722, -5.996, -1.484], [0.031, -4.973, -2.505], [1.471, -5.963, -3.666], [-0.457, -4.532, -3.272], [-0.080, -4.452, -1.647], [0.885, -5.554, -4.380], [2.401, -6.310, -3.850], [-1.744, -0.012, -0.413], [-0.266, -0.299, -0.418], [0.643, 0.910, -0.255], [2.010, 0.648, -0.122], [2.824, 1.830, 0.257], [-0.086, -1.174, 0.724], [-2.388, -0.884, -0.526], [-2.057, 0.548, -1.295], [-1.887, 0.620, 0.464], [0.110, -0.626, -1.387], [0.213, 1.482, 0.567], [0.507, 1.605, -1.083], [3.828, 1.466, 0.042], [2.717, 2.179, 1.284], [2.664, 2.686, -0.398], [-0.711, -0.889, 1.465], [0.859, -1.063, 1.063]], "mulliken_charge": [-0.926, -0.230, -0.498, 0.230, 0.318, 0.278, 0.325, 0.211, 0.292, -0.890, -0.214, -0.482, 0.234, 0.329, 0.270, 0.271, 0.205, 0.273, -0.853, -0.285, -0.524, 0.246, 0.281, 0.284, 0.250, 0.325, 0.278, -1.021, -0.263, -0.481, 0.280, 0.340, 0.250, 0.315, 0.274, 0.306, 0.696, -0.641, -0.415, -0.399, 0.159, 0.206, 0.225, 0.174, 0.724, -0.685, -0.329, -0.408, 0.129, 0.214, 0.144, 0.212, 0.624, -0.577, -0.379, -0.382, 0.191, 0.210, 0.190, 0.122, 0.706, -0.684, -0.328, -0.415, 0.175, 0.134, 0.216, 0.195, 0.569, -0.630, -0.348, -0.374, 0.188, 0.171, 0.184, 0.242, 0.637, -0.645, -0.368, -0.417, 0.213, 0.166, 0.190, 0.228, 0.641, -0.626, -0.388, -0.365, 0.226, 0.164, 0.152, 0.197, 0.675, -0.665, -0.337, -0.348, 0.208, 0.130, 0.136, 0.201, 0.554, -0.654, -0.420, -0.374, 0.254, 0.232, 0.161, 0.247, -1.541, 0.563, -0.894, -0.265, -0.749, -0.554, 0.348, 0.370, 0.446, 0.201, 0.331, 0.406, 0.205, 0.294, 0.338, 0.262, 0.233], "homo_lumo_gap_ev": 9.005, "total_charge": 0, "homo_energy_ev": -9.09, "e_tot_ev": -79904.6717}